No. 1
# C43H51N8O12

A cluster of 6 separate species, C43H51N8O12 in total in a non-equilibrium geometry (wB97M-V/def2-TZVPD, the Open Molecules 2025 dataset).

ORCA input file:
```
! wB97M-V def2-TZVPD RIJCOSX def2/J DEFGRID3
* xyz 1 1
C -0.70364 0.29069 1.09128
C -0.45272 -0.27916 -0.35962
C -1.75530 -0.05890 -1.23538
C -2.14382 -1.33393 -2.11766
N -2.11256 -2.57185 -1.28421
C -3.39129 -3.03172 -0.87637
N -3.53274 -4.39663 -0.71246
C -4.89512 -4.64565 -0.31229
C -5.55140 -3.35542 -0.26478
O -6.87516 -3.28060 0.04588
C -7.26063 -2.06215 0.73922
C -8.19682 -1.22985 -0.27645
C -7.85073 -1.51592 -1.79112
C -8.26464 0.31998 0.05609
C -7.36060 1.23536 -0.87559
C -7.99032 0.69010 1.56938
N -4.57398 -2.37600 -0.61730
O -4.77615 -1.04122 -0.68727
H 0.24577 0.24040 1.70148
H -1.48255 -0.31962 1.64163
H -1.09534 1.34432 1.06776
H 0.42261 0.25898 -0.82186
H -0.13997 -1.35193 -0.24548
H -1.54102 0.81726 -1.91617
H -2.59070 0.25189 -0.54302
H -3.16891 -1.11680 -2.54482
H -1.44035 -1.33894 -2.98824
H -1.72902 -3.31471 -1.87997
H -2.81236 -5.10568 -0.86353
H -5.36534 -5.62606 -0.08310
H -6.40846 -1.45599 1.13840
H -7.93335 -2.31369 1.61187
H -9.23375 -1.65412 -0.10979
H -6.77977 -1.33271 -2.06901
H -8.15058 -2.53548 -2.14401
H -8.45853 -0.77771 -2.39871
H -9.33175 0.64065 -0.15722
H -7.39884 2.26927 -0.41167
H -7.73100 1.31932 -1.92845
H -6.27660 0.94444 -0.88844
H -8.30128 1.75414 1.75932
H -6.88150 0.64070 1.75040
H -8.50195 -0.04358 2.24816
H -4.39821 -0.66329 0.14198
C 3.99327 -4.73327 1.30415
C 2.91457 -4.39377 0.49564
C 2.90785 -3.18202 -0.18081
C 3.98895 -2.32017 -0.04337
C 5.06731 -2.64797 0.76804
C 5.06570 -3.86059 1.44371
N 3.99719 -1.05032 -0.77548
O 3.02678 -0.78324 -1.46435
O 4.97578 -0.33252 -0.65697
H 3.99833 -5.68315 1.82708
H 2.07976 -5.07698 0.39102
H 2.06318 -2.92679 -0.80816
H 5.90932 -1.97663 0.88124
H 5.90287 -4.12796 2.07706
C 2.87182 5.56255 2.15308
C 2.41882 4.41393 1.51525
C 1.54261 3.55705 2.16744
C 1.12344 3.86341 3.45717
C 1.57712 5.00518 4.10452
C 2.45550 5.85586 3.44674
N 0.17807 2.97297 4.13962
O -0.18485 1.96795 3.54597
O -0.19458 3.28592 5.25476
H 3.55180 6.23268 1.63892
H 2.74753 4.18884 0.50721
H 1.19558 2.66467 1.66160
H 1.25685 5.24475 5.11068
H 2.81362 6.75090 3.94105
C 6.73079 2.34882 -2.66229
C 6.67226 1.87792 -1.35736
C 7.74823 2.07102 -0.50151
C 8.87460 2.74011 -0.96350
C 8.94424 3.20744 -2.26893
C 7.86568 3.00906 -3.11988
N 10.00318 2.96727 -0.05410
O 9.91565 2.52695 1.07938
O 10.96132 3.58595 -0.48242
H 5.88596 2.20132 -3.32634
H 5.78730 1.36428 -1.00667
H 7.69326 1.70074 0.51443
H 9.82238 3.72533 -2.63359
H 7.90807 3.37301 -4.14032
C -4.13828 -5.63040 5.43213
C -3.47215 -6.81982 5.70424
C -2.56813 -7.33627 4.78558
C -2.33734 -6.64934 3.60118
C -3.00279 -5.46591 3.31819
C -3.90753 -4.95602 4.23835
N -1.36587 -7.17314 2.63528
O -0.81131 -8.22002 2.89938
O -1.16742 -6.52138 1.61670
H -4.83964 -5.22678 6.15385
H -3.65585 -7.34307 6.63481
H -2.05432 -8.26330 5.00671
H -2.82715 -4.93183 2.39278
H -4.43108 -4.03072 4.02832
C 4.48033 5.80564 -6.79661
C 5.19986 4.85831 -6.07805
C 5.10803 4.81853 -4.69359
C 4.28781 5.73096 -4.03961
C 3.57135 6.68546 -4.74983
C 3.67089 6.72035 -6.13399
N 4.16546 5.67963 -2.57725
O 4.82019 4.84326 -1.97808
O 3.41108 6.47494 -2.04337
H 4.55011 5.83054 -7.87849
H 5.83116 4.14787 -6.59890
H 5.67338 4.07621 -4.14420
H 2.93537 7.40086 -4.24381
H 3.11408 7.45906 -6.69792
*
```

M ... 871.92 g mol⁻¹
HOMO level ... -0.402 Ha
HOMO-LUMO gap ... 8.15 eV

=====

No. 2
# C43H52BMoN11O3P

A structure of composition C43H52BMoN11O3P in a non-equilibrium geometry (wB97M-V/def2-TZVPD, the Open Molecules 2025 dataset).

ORCA input file:
```
! wB97M-V def2-TZVPD RIJCOSX def2/J DEFGRID3
* xyz 3 3
Mo 0.54582 -1.21849 -0.00803
C 1.06426 3.34948 2.58714
C 0.89476 1.90737 2.54095
C 0.35333 1.12301 3.57090
C 0.13656 -0.15712 3.01650
N 0.66532 -0.15679 1.74541
N 1.16503 1.13963 1.44490
B 2.01803 1.40864 0.14989
N 3.24951 0.49577 0.17399
N 2.89779 -0.81020 0.37394
C 3.98532 -1.47327 0.68801
C 5.12418 -0.69150 0.43168
C 4.59508 0.65579 0.28662
C 5.18518 2.00269 0.39639
C 3.95548 -2.79800 1.33978
C 5.12919 -3.49832 1.39718
C 5.25575 -4.68681 2.13223
C 4.14075 -5.10816 2.84778
C 3.01242 -4.30349 2.96879
C 2.91632 -3.15496 2.19998
N 1.20640 1.15204 -1.16913
N 0.79439 -0.14897 -1.56449
C 0.36826 -0.07043 -2.87461
C 0.27230 1.26499 -3.22577
C 0.84809 2.00681 -2.10392
C 1.12913 3.47543 -1.97324
C 0.16294 -1.19646 -3.73554
C 0.85919 -2.37541 -3.45035
C 0.89832 -3.37888 -4.42530
C 0.08450 -3.33642 -5.57143
C -0.68790 -2.22013 -5.74901
C -0.71265 -1.15867 -4.83439
C -0.43960 -1.27440 3.65806
C -0.94296 -1.17590 4.98946
C -1.31023 -2.33667 5.66778
C -1.33786 -3.57278 4.93549
C -0.91202 -3.65348 3.59809
C -0.54097 -2.51635 2.90386
H 0.78389 3.86943 1.63645
H 0.30246 3.69900 3.31394
H 2.08716 3.60010 2.73849
H -0.00633 1.42936 4.52344
H 2.29327 2.56608 0.02608
H 6.15193 -0.96796 0.36901
H 5.15600 2.29486 1.43426
H 6.24850 1.93787 0.10747
H 4.70757 2.77249 -0.20884
H 6.01804 -3.28125 0.77011
H 6.07494 -5.34620 1.93940
H 4.11224 -6.02530 3.40218
H 2.25613 -4.53084 3.66056
H 2.00125 -2.54176 2.17219
H -0.19300 1.63485 -4.16857
H 0.56287 3.92524 -2.87638
H 0.78274 3.81172 -0.98536
H 2.20461 3.78768 -2.13987
H 1.47391 -2.55210 -2.57075
H 1.55724 -4.17532 -4.10810
H -0.04113 -4.18550 -6.17942
H -1.16596 -2.06848 -6.71934
H -1.34869 -0.29284 -5.06463
H -0.90290 -0.23433 5.54462
H -1.49512 -2.15705 6.67936
H -1.56954 -4.47054 5.45013
H -0.86296 -4.61882 3.10377
H -0.13271 -2.56340 1.91958
C -1.52609 8.74216 0.03275
N -1.61492 7.84978 -1.12169
C -2.62871 8.27544 -2.03355
C -0.96529 6.68960 -1.26190
O -0.34994 6.10663 -0.37500
H -2.54318 8.87826 0.44258
H -0.88045 8.23252 0.82731
H -1.12861 9.74721 -0.24896
H -3.62848 7.83040 -1.73435
H -2.35636 7.93147 -3.09304
H -2.74733 9.33123 -1.99489
H -0.91561 6.31199 -2.34771
C -4.24356 1.38797 0.56119
N -3.59435 1.84813 -0.73202
C -4.22036 1.11087 -1.88885
N -4.13811 -0.32136 -1.76756
C -4.76589 -0.70781 -0.51583
N -4.27193 -0.05068 0.72798
C -2.96990 -0.54507 1.05128
P -1.77444 -0.24351 -0.46300
C -2.14316 1.64783 -0.61214
C -2.76997 -0.86721 -1.88666
H -5.31860 1.74184 0.58961
H -3.76961 1.82557 1.44220
H -3.84142 2.83235 -0.95020
H -3.64278 1.42846 -2.76956
H -5.23831 1.51773 -2.05715
H -4.52877 -1.74642 -0.30957
H -5.85196 -0.52345 -0.53899
H -3.00776 -1.63950 1.26533
H -2.48977 -0.11626 1.96696
H -1.55784 2.03299 -1.38837
H -1.75136 2.12973 0.31225
H -2.87517 -1.93389 -1.73599
H -2.36344 -0.72833 -2.91852
O -2.12258 -3.54231 0.25057
C -1.02946 -4.01855 0.00304
C -0.78252 -5.59388 0.07707
C 0.48222 -5.68931 -0.75282
C 1.20655 -4.34917 -0.56657
O 2.37630 -4.06124 -0.73500
N 0.18819 -3.36891 -0.30599
H -1.64564 -6.13022 -0.36639
H -0.63987 -5.86294 1.07825
H 0.18765 -5.66538 -1.83596
H 1.10679 -6.55135 -0.44950
*
```

M ... 908.69 g mol⁻¹
HOMO level (spin up / spin down) ... -0.544 / -0.544 Ha
⟨S²⟩ ... 2.022
HOMO-LUMO gap (spin up / spin down) ... 4.83 / 5.19 eV